DFT (the ωB97M-V functional and the def2-TZVPD basis) results for one molecule with the formula C5H9IS.

Computed properties:
HOMO energy (spin up / spin down): -8.103 / -6.683 eV
HOMO-LUMO gap (spin up / spin down): 8.686 / 6.403 eV
energy relative to the best compared isomer or geometry (same formula, charge and spin): 340.0 kJ/mol
charge: 0

Last column: Mulliken charge in e.
CARTESIAN COORDINATES (ANGSTROEM)
C: 1.087 -1.633 0.400  -0.558
C: 0.087 -1.328 -0.814  -0.573
C: 1.866 -0.487 0.870  -0.633
C: -1.054 1.087 -0.532  -0.228
C: -1.856 2.130 0.200  -0.844
S: -1.456 -0.495 -0.386  -0.141
I: 3.382 0.214 -0.314  0.054
H: 0.439 -1.946 1.210  0.318
H: 1.746 -2.481 0.211  0.411
H: 0.431 -0.600 -1.498  0.315
H: -0.277 -2.319 -0.972  0.349
H: 2.048 -0.511 1.986  0.375
H: -0.434 1.445 -1.358  0.380
H: -2.180 2.845 -0.585  0.256
H: -1.119 2.543 0.901  0.224
H: -2.710 1.537 0.681  0.294